C29H36N3S | wB97M-V/def2-TZVPD

The geometry in XYZ format:
```
69
Properties=species:S:1:pos:R:3:forces:R:3
C -0.643 -2.616 2.661 0.4 -0.1 -0.2
C -0.129 -1.578 3.657 0.2 0.8 -0.2
C -0.303 -2.073 5.087 0.4 -0.1 0.1
N 1.297 -1.252 3.397 -0.4 0.9 -0.1
C 1.432 -0.001 3.125 -1.6 -1.6 0.5
S 2.986 0.739 2.899 0.9 -0.3 0.7
C 3.821 -0.269 4.266 0.2 0.4 -0.4
C 5.267 0.036 4.315 1.2 0.5 -0.2
N 6.397 0.319 4.317 -2.0 -0.6 0.1
C 0.111 0.812 3.159 0.0 -0.5 0.0
C 0.180 1.829 4.301 0.2 0.1 0.1
C -0.228 1.484 1.839 0.5 0.2 -0.3
N -0.815 -0.285 3.454 0.1 -0.4 -0.3
C -2.166 -0.154 3.698 -0.3 0.1 -0.4
C -3.058 0.535 2.949 0.9 -0.6 0.0
C -4.393 0.908 3.465 -0.7 0.0 0.4
H -0.073 -3.546 2.771 -0.1 0.1 0.0
H -1.702 -2.830 2.846 0.2 0.1 0.0
H -0.521 -2.251 1.633 -0.1 -0.1 0.3
H 0.296 -2.981 5.224 -0.2 0.2 0.1
H 0.052 -1.302 5.785 -0.2 -0.3 -0.1
H -1.354 -2.309 5.285 0.2 0.0 0.1
H 3.348 0.027 5.216 0.2 -0.2 -0.4
H 3.644 -1.331 4.052 0.1 0.4 0.1
H 1.043 2.491 4.146 -0.3 0.0 0.1
H -0.735 2.430 4.336 0.1 -0.1 0.0
H 0.316 1.306 5.257 -0.1 0.2 -0.2
H 0.555 2.213 1.598 -0.1 0.0 -0.1
H -0.278 0.741 1.033 0.0 0.2 0.1
H -1.188 2.004 1.909 0.3 0.0 0.0
H -2.520 -0.724 4.567 -0.1 0.4 0.0
H -2.813 0.796 1.921 0.2 0.3 0.4
H -5.072 1.152 2.648 0.1 0.0 0.3
H -4.833 0.084 4.050 0.0 0.2 0.0
H -4.346 1.788 4.125 -0.1 -0.2 -0.2
C -9.757 7.117 -0.424 -0.2 0.1 -0.2
C -9.044 5.857 -0.053 0.2 0.0 0.2
C -8.882 5.528 1.301 0.2 -0.2 0.1
C -8.177 4.397 1.674 0.0 -0.2 -0.1
C -7.591 3.546 0.696 -0.3 0.7 -0.3
C -6.866 2.388 1.092 0.1 -0.2 -0.2
C -6.120 1.609 0.212 0.5 0.1 0.0
C -5.735 0.300 0.494 -0.9 0.1 -0.4
C -5.280 -0.602 -0.515 0.6 -0.3 -0.5
C -5.508 -1.998 -0.380 0.0 0.3 0.2
C -5.239 -2.861 -1.426 0.0 0.1 0.1
C -4.683 -2.383 -2.621 -0.2 0.0 0.2
C -4.386 -3.331 -3.736 0.2 -0.1 -0.3
C -4.396 -1.017 -2.747 0.0 0.3 0.2
C -4.673 -0.136 -1.713 -0.3 -0.2 0.1
C -7.781 3.885 -0.677 0.0 0.1 0.3
C -8.495 5.019 -1.033 0.2 -0.3 0.0
H -9.811 7.227 -1.511 0.0 0.0 0.2
H -10.777 7.126 -0.019 0.2 0.0 -0.1
H -9.240 7.995 -0.011 -0.1 -0.2 -0.1
H -9.313 6.186 2.057 0.1 -0.2 -0.1
H -8.055 4.143 2.726 0.0 0.1 -0.2
H -6.919 2.090 2.142 -0.1 0.0 -0.2
H -5.880 2.033 -0.769 -0.3 -0.4 0.4
H -6.005 -0.126 1.463 0.1 0.1 -0.2
H -5.932 -2.368 0.554 0.1 0.0 -0.3
H -5.461 -3.926 -1.338 0.1 0.3 0.1
H -3.893 -2.802 -4.558 -0.1 -0.2 0.1
H -3.726 -4.135 -3.387 -0.1 0.2 -0.1
H -5.296 -3.807 -4.125 0.1 0.1 0.1
H -3.961 -0.652 -3.679 0.0 -0.1 0.3
H -4.428 0.923 -1.801 0.0 -0.3 -0.1
H -7.372 3.234 -1.448 -0.2 0.3 0.2
H -8.627 5.273 -2.086 0.0 -0.1 0.3
```
Forces are in eV/Å.

Summary:
- Orbital gap: 4.33 eV
- Total charge: +1
- Energy above the lowest of the compared OMol25 structures with the same formula, charge and spin: 1.6 kJ/mol
- Maximum force: 2.32 eV/Å

Computed Löwdin charges, given in elementary charges: atom 1 (C): -0.016, atom 2 (C): -0.541, atom 3 (C): -0.020, atom 4 (N): 0.134, atom 5 (C): -0.569, atom 6 (S): 0.968, atom 7 (C): -0.389, atom 8 (C): -0.282, atom 9 (N): 0.147, atom 10 (C): -0.503, atom 11 (C): -0.022, atom 12 (C): -0.029, atom 13 (N): -0.038, atom 14 (C): -0.113, atom 15 (C): -0.149, atom 16 (C): -0.118, atom 17 (H): 0.087, atom 18 (H): 0.082, atom 19 (H): 0.086, atom 20 (H): 0.091, atom 21 (H): 0.089, atom 22 (H): 0.075, atom 23 (H): 0.090, atom 24 (H): 0.078, atom 25 (H): 0.075, atom 26 (H): 0.086, atom 27 (H): 0.091, atom 28 (H): 0.087, atom 29 (H): 0.096, atom 30 (H): 0.068, atom 31 (H): 0.120, atom 32 (H): 0.087, atom 33 (H): 0.002, atom 34 (H): 0.090, atom 35 (H): 0.085, atom 36 (C): -0.032, atom 37 (C): -0.236, atom 38 (C): -0.015, atom 39 (C): 0.009, atom 40 (C): -0.204, atom 41 (C): 0.048, atom 42 (C): -0.061, atom 43 (C): 0.031, atom 44 (C): -0.207, atom 45 (C): 0.009, atom 46 (C): -0.016, atom 47 (C): -0.241, atom 48 (C): -0.033, atom 49 (C): -0.012, atom 50 (C): 0.006, atom 51 (C): 0.013, atom 52 (C): -0.010, atom 53 (H): 0.085, atom 54 (H): 0.099, atom 55 (H): 0.101, atom 56 (H): 0.129, atom 57 (H): 0.125, atom 58 (H): 0.132, atom 59 (H): 0.108, atom 60 (H): 0.128, atom 61 (H): 0.126, atom 62 (H): 0.129, atom 63 (H): 0.084, atom 64 (H): 0.099, atom 65 (H): 0.099, atom 66 (H): 0.124, atom 67 (H): 0.119, atom 68 (H): 0.115, atom 69 (H): 0.125